This record from OMol25 describes C89H96N5OP2Pd as an isolated structure. The level of theory is ωB97M-V with the def2-TZVPD basis set.

XYZ file:
```
194
Properties=species:S:1:pos:R:3:lowdin_charge:R:1
C 4.388 -1.653 -3.815 -0.05
O 3.927 -3.023 -3.743 -0.12
C 2.613 -3.312 -3.546 -0.30
C 1.619 -2.326 -3.383 -0.02
C 0.293 -2.715 -3.318 -0.02
C -0.072 -4.073 -3.506 -0.16
C -1.465 -4.402 -3.662 -0.13
N -1.953 -5.329 -4.586 0.03
C -1.244 -6.337 -5.319 -0.09
C -1.527 -7.696 -5.079 -0.11
C -2.744 -8.232 -4.303 -0.38
C -2.379 -8.646 -2.877 -0.06
C -3.473 -9.363 -5.037 -0.06
C -0.569 -8.611 -5.523 -0.03
C 0.504 -8.217 -6.328 -0.05
C 0.608 -6.894 -6.764 -0.02
C -0.285 -5.939 -6.280 -0.13
C -0.245 -4.508 -6.811 -0.37
C -1.089 -4.332 -8.077 -0.05
C 1.182 -4.028 -7.049 -0.06
N -3.301 -5.340 -4.592 0.16
N -3.665 -4.418 -3.675 -0.02
C -5.059 -4.051 -3.675 -0.08
C -5.943 -4.694 -2.796 -0.12
C -5.411 -5.761 -1.840 -0.38
C -6.322 -6.989 -1.756 -0.07
C -5.071 -5.199 -0.470 -0.05
C -7.301 -4.368 -2.825 -0.03
C -7.806 -3.558 -3.843 -0.05
C -6.936 -3.021 -4.792 -0.03
C -5.565 -3.252 -4.714 -0.13
C -4.664 -2.724 -5.828 -0.38
C -4.826 -1.226 -6.087 -0.07
C -4.870 -3.556 -7.088 -0.06
C -2.553 -3.875 -2.991 -0.25
C -2.610 -3.096 -1.841 0.00
C 0.949 -5.063 -3.524 -0.01
C 2.271 -4.688 -3.543 -0.01
H 5.453 -1.765 -4.015 0.09
H 3.900 -1.112 -4.634 0.10
H 4.245 -1.117 -2.863 0.08
H 1.874 -1.267 -3.340 0.11
H -0.502 -1.978 -3.178 0.11
H -3.453 -7.401 -4.239 0.09
H -1.838 -7.833 -2.373 0.08
H -3.282 -8.865 -2.289 0.08
H -1.739 -9.542 -2.872 0.08
H -3.641 -9.080 -6.081 0.09
H -2.910 -10.306 -5.013 0.08
H -4.451 -9.538 -4.571 0.08
H -0.675 -9.661 -5.239 0.12
H 1.245 -8.956 -6.655 0.11
H 1.383 -6.607 -7.482 0.12
H -0.684 -3.885 -6.026 0.12
H -2.116 -4.683 -7.921 0.07
H -1.130 -3.272 -8.362 0.09
H -0.650 -4.905 -8.905 0.09
H 1.831 -4.295 -6.211 0.07
H 1.584 -4.478 -7.965 0.08
H 1.202 -2.937 -7.156 0.09
H -4.470 -6.086 -2.306 0.11
H -6.571 -7.340 -2.765 0.09
H -5.795 -7.798 -1.234 0.08
H -7.260 -6.777 -1.226 0.08
H -4.332 -4.403 -0.581 0.04
H -5.959 -4.791 0.029 0.09
H -4.629 -5.984 0.152 0.08
H -7.963 -4.777 -2.055 0.12
H -8.879 -3.361 -3.906 0.11
H -7.323 -2.423 -5.621 0.12
H -3.633 -2.879 -5.492 0.12
H -4.811 -0.677 -5.138 0.08
H -3.975 -0.887 -6.688 0.08
H -5.756 -0.989 -6.621 0.08
H -4.726 -4.617 -6.852 0.07
H -5.890 -3.420 -7.475 0.08
H -4.146 -3.268 -7.861 0.07
H -3.590 -2.861 -1.446 0.02
H -1.667 -2.753 -1.446 0.01
H 0.690 -6.127 -3.534 0.13
H 3.066 -5.428 -3.602 0.13
C -5.018 4.243 5.195 -0.05
N -3.749 4.382 5.895 -0.18
C -3.855 4.766 7.286 -0.05
C -2.585 3.885 5.392 -0.21
C -1.426 3.767 6.214 -0.02
C -0.312 3.065 5.788 -0.04
C -0.176 2.650 4.410 -0.38
C 0.778 1.578 3.985 -0.07
C 1.237 0.511 4.756 -0.06
C 1.372 -0.813 4.228 0.03
C 2.320 -1.137 3.187 -0.24
C 3.731 -1.058 3.362 -0.02
C 4.590 -1.376 2.322 -0.02
C 4.090 -1.821 1.065 -0.22
N 4.903 -2.471 0.152 -0.18
C 4.401 -3.653 -0.554 -0.05
C 6.351 -2.490 0.347 -0.06
C 2.698 -1.637 0.808 -0.02
C 1.847 -1.379 1.870 -0.05
Pd 1.408 4.000 3.764 0.38
P 1.798 5.853 4.907 0.94
C 3.230 6.885 4.461 -0.33
C 3.118 8.111 3.778 -0.08
C 4.257 8.725 3.249 -0.08
C 5.513 8.119 3.366 -0.08
C 5.641 6.951 4.128 -0.08
C 4.512 6.350 4.694 -0.10
C 0.339 6.849 4.534 -0.37
C 0.265 8.116 5.131 -0.14
C -0.869 8.905 4.950 -0.07
C -1.908 8.455 4.129 -0.07
C -1.822 7.207 3.498 -0.07
C -0.708 6.392 3.723 -0.11
C 1.729 5.563 6.711 -0.34
C 0.746 6.144 7.537 -0.09
C 0.647 5.800 8.889 -0.08
C 1.509 4.847 9.444 -0.08
C 2.490 4.268 8.630 -0.08
C 2.576 4.588 7.271 -0.12
P 2.263 3.780 1.641 0.98
C 1.074 2.946 0.542 -0.34
C -0.008 3.657 -0.009 -0.08
C -1.033 2.966 -0.659 -0.08
C -0.989 1.575 -0.796 -0.07
C 0.094 0.866 -0.265 -0.07
C 1.121 1.543 0.395 -0.12
C 2.546 5.427 0.935 -0.34
C 3.816 5.799 0.461 -0.07
C 4.010 7.088 -0.040 -0.08
C 2.967 8.022 -0.042 -0.08
C 1.711 7.662 0.458 -0.07
C 1.507 6.373 0.950 -0.12
C 3.787 2.830 1.403 -0.37
C 4.114 2.261 0.151 -0.09
C 5.329 1.588 -0.014 -0.07
C 6.246 1.521 1.044 -0.09
C 5.918 2.075 2.286 -0.08
C 4.689 2.709 2.474 -0.09
C -1.356 2.829 3.577 -0.02
C -2.528 3.363 4.061 -0.01
H -5.063 4.962 4.350 0.10
H -5.138 3.214 4.815 0.10
H -5.817 4.458 5.914 0.09
H -3.019 5.415 7.571 0.08
H -4.791 5.316 7.420 0.09
H -3.847 3.881 7.943 0.11
H -1.447 4.189 7.222 0.09
H 0.471 2.773 6.485 0.11
H 0.938 1.501 2.887 0.08
H 1.497 0.685 5.806 0.12
H 0.871 -1.618 4.790 0.13
H 4.135 -0.784 4.340 0.12
H 5.670 -1.311 2.490 0.10
H 3.366 -3.497 -0.894 0.07
H 5.025 -3.833 -1.439 0.08
H 4.456 -4.565 0.076 0.10
H 6.624 -2.814 1.358 0.09
H 6.776 -3.202 -0.360 0.09
H 6.801 -1.507 0.165 0.08
H 2.325 -1.690 -0.217 0.11
H 0.764 -1.363 1.757 0.12
H 2.153 8.609 3.697 0.09
H 4.152 9.692 2.752 0.11
H 6.385 8.581 2.894 0.11
H 6.621 6.511 4.309 0.11
H 4.620 5.477 5.338 0.09
H 1.093 8.460 5.757 0.12
H -0.919 9.865 5.467 0.11
H -2.785 9.086 3.989 0.11
H -2.620 6.876 2.828 0.11
H -0.641 5.393 3.268 0.07
H 0.050 6.878 7.137 0.09
H -0.105 6.302 9.504 0.11
H 1.421 4.578 10.501 0.11
H 3.208 3.567 9.057 0.11
H 3.306 4.070 6.644 0.09
H -0.047 4.746 0.047 0.09
H -1.871 3.531 -1.067 0.11
H -1.789 1.036 -1.313 0.11
H 0.143 -0.221 -0.366 0.10
H 1.965 0.973 0.787 0.08
H 4.630 5.067 0.457 0.10
H 4.991 7.358 -0.435 0.11
H 3.130 9.033 -0.426 0.11
H 0.883 8.378 0.462 0.11
H 0.524 6.108 1.349 0.07
H 3.430 2.359 -0.700 0.12
H 5.565 1.145 -0.990 0.11
H 7.218 1.043 0.881 0.11
H 6.625 2.022 3.115 0.11
H 4.422 3.124 3.448 0.09
H -1.294 2.408 2.573 0.12
H -3.433 3.359 3.444 0.11
```

Summary:
multiplicity = 1
total charge = +1

This record from OMol25 describes a 14-piece molecular cluster, C5H38N2O14 overall. The level of theory is ωB97M-V with the def2-TZVPD basis set.

XYZ file:
```
59
Properties=species:S:1:pos:R:3:nbo_charge:R:1
C 0.382 1.353 -3.516 -0.41
N -0.414 1.405 -2.220 -0.47
C -1.161 2.629 -2.035 -0.40
C 0.301 1.027 -1.002 -0.35
C 1.101 -0.185 -1.096 0.68
N 1.392 -0.933 0.007 -0.64
C 0.592 -0.889 1.303 -0.48
O 1.746 -0.497 -2.148 -0.69
H -0.124 2.058 -4.272 0.19
H 0.223 0.365 -3.919 0.21
H 1.499 1.648 -3.381 0.21
H -0.580 3.467 -1.991 0.17
H -1.654 2.491 -1.155 0.22
H -1.774 2.770 -2.992 0.19
H 0.982 1.923 -0.623 0.21
H -0.365 1.025 -0.085 0.26
H 1.813 -1.857 -0.148 0.43
H 0.229 0.142 1.614 0.24
H 1.447 -1.142 2.004 0.24
H -0.051 -1.753 1.367 0.21
H 0.084 3.678 2.698 0.51
H -1.321 3.092 2.483 0.47
O -0.817 3.567 3.111 -0.97
H 2.531 3.401 2.409 0.49
H 1.608 2.423 1.627 0.50
O 1.656 3.374 1.894 -0.97
H -1.480 0.509 3.018 0.46
H -1.068 1.899 3.511 0.50
O -0.863 0.931 3.630 -0.99
H -3.084 -1.585 0.668 0.48
H -1.597 -1.548 0.329 0.50
O -2.236 -1.257 1.104 -1.00
H -0.517 -4.908 0.005 0.47
H 0.526 -4.976 -0.827 0.48
O -0.304 -4.725 -0.889 -0.93
H 4.312 -1.987 -1.329 0.46
H 3.112 -1.546 -2.129 0.51
O 3.910 -2.188 -2.191 -0.97
H 1.167 -0.328 4.110 0.50
H 1.771 -1.417 4.773 0.47
O 2.051 -0.804 4.031 -0.96
H -0.717 -2.949 -0.973 0.51
H -2.037 -3.205 -1.415 0.50
O -1.533 -2.456 -1.054 -0.98
H -3.166 1.472 0.884 0.50
H -1.979 0.627 1.327 0.48
O -2.271 1.526 1.139 -1.00
H -2.007 0.283 -2.455 0.50
H -2.372 -0.927 -1.686 0.48
O -2.817 -0.248 -2.161 -1.00
H 3.623 1.096 2.691 0.48
H 2.917 0.232 1.663 0.49
O 3.114 1.165 1.917 -0.96
H 3.080 -3.480 -1.463 0.50
H 1.860 -3.904 -1.975 0.47
O 2.248 -3.795 -1.120 -0.99
H -4.771 1.749 -1.368 0.47
H -3.847 0.763 -1.062 0.49
O -4.350 1.399 -0.636 -0.97
```

Summary:
multiplicity = 1
relative energy (zero: lowest compared OMol25 entry of this formula, charge and spin) = 5.977 eV
total charge = 0

Number 1: HOMO -7.30 eV. Number 2: HOMO -8.94 eV.